The following is a DFT calculation (the ωB97M-V functional and the def2-TZVPD basis) of C3H4F3NO in the gas phase.

Geometry (Å):
C: -0.77260 0.65418 1.06156
C: 0.16428 -0.21330 0.36080
C: 0.79025 0.51332 -0.85561
N: -0.42857 -1.52330 0.07230
O: 0.47472 0.20715 1.71056
F: 1.55576 1.51199 -0.64058
F: 1.50073 -0.33732 -1.57271
F: -0.23653 0.88209 -1.60467
H: -0.76449 1.66051 0.69666
H: -1.60181 0.35061 1.64490
H: 0.35722 -2.21948 -0.15415
H: -1.03896 -1.48646 -0.71905

Values from the calculation:
total charge: 0
E_LUMO (spin up / spin down): 0.033 / -0.151 Eh
HOMO (spin up / spin down): -3.74 / -10.70 eV
⟨S²⟩: 2.01
multiplicity: 3
energy above the lowest of the compared OMol25 structures with the same formula, charge and spin: 337.95 kJ/mol
M: 127.1 g/mol